Molecular formula: C14H32AlO24S6
Method: DFT, wB97M-V/def2-TZVPD

```
77
Properties=species:S:1:pos:R:3:mulliken_charge:R:1
C 1.372 1.968 -2.764 -0.5833
C 1.792 0.945 -3.877 -0.6021
Al 3.832 0.807 -4.005 -0.0352
H 2.129 2.756 -2.635 0.2616
H 1.304 1.416 -1.823 -0.2004
H 0.432 2.450 -3.071 0.3453
H 1.324 -0.026 -3.645 0.2539
H 1.366 1.309 -4.826 0.3174
H 4.505 1.319 -2.625 -0.1988
H 4.266 1.714 -5.284 -0.2639
H 4.293 -0.733 -4.265 -0.2206
C 2.690 2.139 2.812 -0.3429
C 2.544 3.263 1.809 -0.3947
O 2.025 2.636 0.638 -0.2057
S 1.074 1.409 1.057 0.9766
O -0.275 1.834 1.039 -0.5314
O 1.511 0.254 0.365 -0.3806
O 1.549 1.303 2.595 -0.3336
H 3.589 1.549 2.618 0.2553
H 2.707 2.497 3.839 0.3121
H 3.490 3.753 1.591 0.3321
H 1.818 4.007 2.148 0.2779
C 6.978 -2.681 -1.201 0.0267
C 6.384 -1.348 -1.594 -0.3196
O 6.531 -0.532 -0.415 -0.1338
S 7.853 -0.956 0.365 1.0509
O 8.906 -0.069 0.015 -0.5602
O 7.513 -1.211 1.721 -0.5610
O 8.112 -2.352 -0.380 -0.3465
H 6.280 -3.267 -0.598 0.0872
H 7.288 -3.266 -2.062 0.2999
H 5.341 -1.422 -1.888 0.2065
H 6.950 -0.883 -2.403 0.2183
C -4.664 -0.943 1.253 -0.2499
C -4.531 -0.789 2.748 -0.1738
O -3.117 -0.856 2.995 -0.3837
S -2.333 -0.221 1.737 1.1412
O -1.989 1.120 2.020 -0.5424
O -1.364 -1.164 1.301 -0.5167
O -3.558 -0.222 0.705 -0.1874
H -4.569 -1.991 0.954 0.2355
H -5.601 -0.546 0.874 0.3176
H -5.054 -1.566 3.300 0.3365
H -4.886 0.189 3.075 0.0664
C -3.775 -0.838 -3.294 -0.1450
C -4.563 -2.100 -3.576 -0.3541
O -5.766 -1.952 -2.806 -0.3317
S -6.162 -0.398 -2.734 1.0540
O -7.142 -0.126 -3.722 -0.5826
O -6.347 -0.052 -1.371 -0.4317
O -4.765 0.199 -3.231 -0.2857
H -3.271 -0.889 -2.326 0.1090
H -3.045 -0.620 -4.068 0.3310
H -4.029 -3.000 -3.283 0.3309
H -4.841 -2.170 -4.630 0.2947
C 3.113 -2.805 0.860 -0.2018
C 1.792 -3.528 0.976 -0.1864
O 1.955 -4.701 0.160 -0.3275
S 3.482 -5.181 0.219 1.1075
O 3.599 -6.222 1.180 -0.5756
O 3.958 -5.332 -1.108 -0.5459
O 4.104 -3.847 0.848 -0.2971
H 3.181 -2.252 -0.078 0.2796
H 3.288 -2.127 1.691 0.2743
H 0.956 -2.927 0.627 0.2116
H 1.602 -3.853 2.002 0.2458
C -4.772 4.317 2.880 -0.3243
C -5.621 4.085 4.112 -0.3219
O -6.909 3.718 3.599 -0.3356
S -6.719 2.917 2.219 1.1118
O -6.770 1.524 2.490 -0.5372
O -7.532 3.523 1.233 -0.5566
O -5.191 3.308 1.958 -0.2247
H -4.973 5.293 2.435 0.2752
H -3.708 4.225 3.084 0.2968
H -5.698 4.968 4.741 0.3190
H -5.241 3.249 4.705 0.2739
```

Summary:
Electronic energy   -135779.826 eV
Strongest force on any atom   2.5 eV/A
Charge   -1
E_HOMO   -0.172 hartree
Gap between HOMO and LUMO   6.20 eV
Multiplicity   1


Molecular formula: C35H38FN3O27
Method: DFT, wB97M-V/def2-TZVPD

```
104
Properties=species:S:1:pos:R:3:mulliken_charge:R:1
N -0.453 1.615 1.775 -0.5581
C -0.514 2.589 1.162 0.5668
O -0.504 3.535 0.226 -0.4565
C 0.250 3.039 -0.874 0.2357
C -0.402 2.460 -1.884 -0.5503
C 0.420 1.901 -3.031 0.2466
O -0.116 1.673 -4.084 -0.5556
C 1.895 1.632 -2.785 0.1706
C 2.528 0.736 -3.680 -0.8659
C 3.914 0.512 -3.483 0.3975
F 4.572 -0.324 -4.295 -0.2826
C 4.613 1.141 -2.412 0.0448
N 5.998 0.863 -2.312 -0.5735
C 3.963 2.019 -1.484 0.4594
N 4.598 2.637 -0.395 -0.3923
C 2.569 2.278 -1.690 0.1893
C 1.765 3.184 -0.792 0.6200
O 2.229 3.978 -0.012 -0.6904
H -1.495 2.398 -1.826 0.4536
H 1.970 0.244 -4.480 0.6841
H 6.316 1.061 -1.370 0.1911
H 6.197 -0.120 -2.470 0.2426
H 5.458 2.178 -0.129 0.2191
H 4.720 3.634 -0.537 0.1146
O 4.604 8.979 1.118 -0.5436
C 3.576 8.378 1.115 0.6206
O 2.846 8.099 2.222 -0.3548
C 1.588 7.571 1.790 -0.4461
C 1.912 7.036 0.420 0.0270
O 2.987 7.881 0.002 -0.2393
H 1.237 6.799 2.471 0.3375
H 0.856 8.381 1.763 0.2598
H 2.269 6.005 0.436 0.0584
H 1.070 7.105 -0.267 0.3553
O 0.769 -4.669 0.687 -0.5610
C 0.152 -3.675 0.902 0.6451
O -1.119 -3.648 1.376 -0.3662
C -1.424 -2.291 1.717 -0.0358
C -0.469 -1.512 0.853 -0.0003
O 0.628 -2.419 0.703 -0.3520
H -2.465 -2.061 1.503 0.3650
H -1.242 -2.143 2.781 0.0544
H -0.883 -1.291 -0.135 0.1729
H -0.147 -0.583 1.316 0.1487
O 2.464 -0.881 -6.560 -0.5426
C 3.369 -1.353 -7.169 0.6476
O 4.112 -2.404 -6.742 -0.3200
C 4.936 -2.818 -7.832 -0.2376
C 5.027 -1.572 -8.672 -0.3521
O 3.794 -0.911 -8.379 -0.3363
H 5.908 -3.155 -7.477 0.3518
H 4.445 -3.642 -8.354 0.1907
H 5.855 -0.924 -8.374 0.2549
H 5.112 -1.787 -9.735 0.2996
O -2.414 -0.559 4.610 -0.5117
C -2.539 -1.507 5.317 0.6738
O -2.897 -1.451 6.622 -0.3662
C -3.162 -2.789 7.053 0.0356
C -2.360 -3.615 6.083 -0.4001
O -2.341 -2.790 4.915 -0.2898
H -2.848 -2.933 8.085 0.3348
H -4.233 -2.979 6.979 -0.0126
H -1.333 -3.778 6.417 0.2628
H -2.820 -4.578 5.872 0.3166
O 5.102 -6.289 -8.891 -0.5335
C 4.581 -6.594 -7.867 0.7094
O 5.252 -6.900 -6.728 -0.3265
C 4.292 -6.984 -5.671 -0.2886
C 3.015 -7.289 -6.412 -0.3180
O 3.241 -6.681 -7.684 -0.3198
H 4.563 -7.763 -4.962 0.2941
H 4.256 -6.026 -5.150 0.2379
H 2.858 -8.360 -6.555 0.2721
H 2.137 -6.865 -5.928 0.2980
O -6.434 -4.673 7.428 -0.5398
C -7.071 -3.689 7.635 0.6694
O -8.339 -3.679 8.105 -0.3908
C -8.670 -2.321 8.433 -0.2966
C -7.725 -1.535 7.565 -0.1434
O -6.613 -2.430 7.427 -0.2812
H -9.721 -2.110 8.212 0.2141
H -8.487 -2.161 9.499 0.3146
H -8.135 -1.329 6.577 0.1369
H -7.416 -0.598 8.022 0.3309
O -11.040 -1.376 7.075 -0.5989
C -11.095 -2.068 6.106 0.6553
O -10.041 -2.338 5.299 -0.2538
C -10.440 -3.374 4.398 -0.3395
C -11.939 -3.228 4.378 -0.3590
O -12.216 -2.687 5.672 -0.3173
H -9.989 -3.232 3.418 0.3030
H -10.117 -4.336 4.801 0.2810
H -12.282 -2.521 3.619 0.2694
H -12.453 -4.176 4.235 0.3077
O 5.963 4.713 -2.219 -0.4928
C 5.786 5.875 -2.419 0.5328
O 6.571 6.646 -3.208 -0.3615
C 5.910 7.905 -3.375 -0.4209
C 5.023 7.974 -2.158 -0.3109
O 4.775 6.592 -1.882 -0.1525
H 6.630 8.719 -3.418 0.3075
H 5.342 7.883 -4.308 0.2567
H 5.521 8.420 -1.296 0.2906
H 4.093 8.505 -2.340 0.3088
```

Summary:
Electronic energy   -99380.255 eV
Strongest force on any atom   2.5 eV/A
Relative energy (zero: lowest compared OMol25 entry of this formula, charge and spin)   0.0 kcal/mol
E_HOMO   -0.307 hartree
Gap between HOMO and LUMO   7.19 eV
Multiplicity   1


Molecular formula: C35H60Cl2F4N3O7S2
Method: DFT, wB97M-V/def2-TZVPD

```
113
Properties=species:S:1:pos:R:3:mulliken_charge:R:1
C 0.933 -3.152 -3.595 -1.4069
C -0.320 -3.670 -2.890 0.7117
C 0.078 -4.334 -1.576 -0.9616
N -1.048 -5.007 -0.827 0.1498
C -0.360 -5.488 0.470 -0.5601
C -1.311 -6.127 1.427 -0.8927
C -2.503 -5.254 1.727 -0.6618
C -3.147 -4.776 0.425 -0.7754
C -2.158 -4.109 -0.496 -0.2057
C -1.494 -6.213 -1.566 -1.0284
H 0.699 -2.459 -4.400 0.3274
H 1.555 -3.986 -3.910 0.4453
H 1.517 -2.571 -2.877 0.2941
H -0.866 -4.380 -3.518 0.3421
H -0.992 -2.851 -2.616 -0.3326
H 0.433 -3.563 -0.894 0.2654
H 0.818 -5.104 -1.786 0.3687
H 0.027 -4.558 0.891 0.5239
H 0.455 -6.110 0.114 0.5085
H -0.759 -6.460 2.312 0.4815
H -1.641 -7.126 1.108 0.3484
H -2.180 -4.404 2.334 0.2426
H -3.259 -5.750 2.335 0.4371
H -3.924 -4.044 0.650 0.4620
H -3.609 -5.672 0.001 0.3035
H -1.694 -3.273 0.012 0.0408
H -2.625 -3.645 -1.364 0.3613
H -1.995 -6.915 -0.913 0.4873
H -0.652 -6.723 -2.025 0.2460
H -2.209 -5.851 -2.303 0.4131
C -4.411 2.606 -6.183 -1.4624
C -3.087 2.266 -5.518 -0.3426
C -3.213 1.230 -4.436 -0.6908
N -1.915 0.919 -3.703 0.6466
C -1.018 2.112 -3.465 -1.1175
C -1.685 3.067 -2.509 -0.6275
C -1.833 2.338 -1.190 0.8241
C -2.756 1.137 -1.326 -1.3954
C -2.282 0.228 -2.444 0.0969
C -1.163 -0.036 -4.531 -1.0850
H -4.951 1.700 -6.459 0.3632
H -4.186 3.155 -7.096 0.3945
H -5.030 3.255 -5.569 0.3521
H -2.753 3.202 -5.063 0.2228
H -2.293 2.029 -6.229 0.4235
H -3.542 0.264 -4.814 0.5071
H -3.896 1.607 -3.679 0.3370
H -0.861 2.509 -4.461 0.7612
H -0.104 1.716 -3.025 0.3776
H -2.691 3.381 -2.813 0.3777
H -1.113 3.991 -2.466 0.3417
H -2.266 2.966 -0.415 0.5892
H -0.814 2.024 -0.943 -0.8766
H -3.780 1.513 -1.457 0.6331
H -2.838 0.588 -0.387 0.3196
H -2.886 -0.663 -2.636 0.4405
H -1.391 -0.242 -2.009 -0.3722
H -1.710 -0.974 -4.646 0.4584
H -0.170 -0.221 -4.134 0.3186
H -1.103 0.325 -5.558 0.3748
N -0.347 -0.610 0.045 -0.3504
S 1.176 -0.280 -0.142 0.9464
O 2.158 -1.273 0.163 -0.6058
O 1.501 1.088 0.020 -0.4357
F 1.197 -0.537 -1.775 -0.3467
S -0.522 -0.340 1.667 0.9049
O -0.627 0.985 2.160 -0.1891
O 0.081 -1.353 2.446 -0.6172
F -2.095 -0.700 1.757 -0.3811
C -2.213 1.999 4.490 0.1463
Cl -1.175 3.423 4.373 -0.1481
Cl -3.431 2.171 5.757 -0.1926
H -2.722 1.849 3.548 0.0835
H -1.582 1.149 4.714 0.1232
C 1.348 8.908 1.191 -1.0528
C 1.517 7.962 -0.005 -0.1914
O 0.255 7.505 -0.519 -0.3431
C -0.161 6.260 -0.351 0.6150
O -1.012 5.797 -1.051 -0.5714
O 0.472 5.649 0.644 -0.3577
C 0.393 4.236 0.712 -0.2146
H 0.466 8.691 1.785 0.3307
H 1.269 9.931 0.815 0.3121
H 2.253 8.903 1.797 0.3147
H 2.196 7.158 0.277 0.2615
H 1.999 8.478 -0.834 0.3367
H 0.496 3.790 -0.281 0.1522
H -0.588 3.922 1.074 0.1399
H 1.151 3.784 1.343 0.2111
F 6.632 -5.083 4.678 -0.2941
C 5.784 -4.147 4.244 0.0711
C 4.450 -4.443 4.087 -0.1397
C 3.536 -3.518 3.601 -0.6805
C 4.034 -2.266 3.246 -0.0813
C 5.354 -1.918 3.510 -0.6192
C 6.213 -2.839 4.086 -0.2960
H 4.073 -5.376 4.503 0.3559
H 2.516 -3.815 3.408 0.4410
H 3.411 -1.543 2.729 0.4401
H 5.660 -0.909 3.268 0.4162
H 7.250 -2.588 4.282 0.3858
F 3.746 2.292 6.956 -0.3353
C 3.611 2.191 5.622 0.3983
C 2.483 1.607 5.099 -0.7221
C 2.312 1.565 3.721 0.0631
C 3.330 2.025 2.883 -0.5546
C 4.427 2.662 3.435 -0.7210
C 4.570 2.759 4.809 -0.5512
H 1.716 1.180 5.733 0.4414
H 1.425 1.137 3.280 0.5469
H 3.304 1.825 1.818 0.5929
H 5.263 2.992 2.830 0.3986
H 5.419 3.250 5.266 0.4378
```

Summary:
Electronic energy   -113649.281 eV
Strongest force on any atom   4.7 eV/A
Relative energy (zero: lowest compared OMol25 entry of this formula, charge and spin)   0.0 kcal/mol
Charge   +1
E_HOMO   -0.378 hartree
Gap between HOMO and LUMO   7.85 eV
Multiplicity   1


Molecular formula: C24H28BN8RhTe
Method: DFT, wB97M-V/def2-TZVPD

```
63
Properties=species:S:1:pos:R:3:nbo_charge:R:1
Rh -0.171 -0.659 -0.683 1.0452
C -1.136 2.317 -2.429 -0.6438
C -0.255 2.507 -1.256 0.2001
C 0.194 3.688 -0.637 -0.3048
C 1.021 3.271 0.389 0.0166
N 1.090 1.926 0.372 -0.3513
N 0.289 1.471 -0.623 -0.3858
B 1.950 0.905 1.151 0.9117
N 2.637 -0.024 0.105 -0.3469
C 3.956 -0.190 -0.123 0.0173
C 4.125 -1.182 -1.063 -0.3011
C 2.823 -1.597 -1.403 0.2037
C 2.359 -2.629 -2.347 -0.6464
N 1.963 -0.876 -0.683 -0.3802
N 1.015 0.032 2.026 -0.3540
C 0.983 -0.117 3.364 0.0408
C 0.096 -1.128 3.674 -0.3133
C -0.425 -1.558 2.441 0.1913
C -1.396 -2.644 2.197 -0.6393
N 0.136 -0.832 1.473 -0.3860
N 3.056 1.495 2.012 -0.2072
C 3.809 2.633 1.862 0.0098
C 4.847 2.573 2.742 -0.2665
C 4.657 1.338 3.453 0.4085
C 5.473 0.787 4.520 -0.7057
N 3.570 0.733 2.957 -0.1778
H -0.692 2.772 -3.317 0.2661
H -1.285 1.243 -2.604 0.1916
H -2.097 2.801 -2.272 0.2467
H -0.056 4.693 -0.908 0.2629
H 1.517 3.870 1.128 0.2323
H 4.699 0.398 0.373 0.2224
H 5.047 -1.549 -1.463 0.2627
H 3.034 -2.709 -3.198 0.2647
H 2.330 -3.604 -1.854 0.2533
H 1.345 -2.400 -2.694 0.1993
H 1.563 0.496 4.025 0.2384
H -0.154 -1.503 4.646 0.2598
H -1.088 -3.537 2.741 0.2703
H -2.382 -2.369 2.569 0.2432
H -1.461 -2.887 1.131 0.1855
H 3.580 3.378 1.133 0.2607
H 5.605 3.306 2.927 0.2801
H 5.826 1.581 5.189 0.2951
H 4.955 -0.003 5.059 0.2762
H 6.407 0.367 4.113 0.3182
C -3.151 -1.683 -3.423 -0.7060
Te -2.054 -2.274 -1.643 0.6827
C -3.723 -1.371 -0.610 -0.6875
C -4.746 -0.976 -1.618 0.1022
C -5.982 -0.496 -1.198 -0.2318
C -6.944 -0.162 -2.135 -0.0169
C -6.667 -0.305 -3.503 0.0053
C -5.454 -0.821 -3.929 -0.2695
C -4.476 -1.145 -2.993 0.2253
H -3.283 -2.583 -4.037 0.2971
H -2.584 -0.968 -4.031 0.2922
H -3.344 -0.514 -0.039 0.2857
H -4.153 -2.075 0.106 0.2949
H -6.194 -0.407 -0.143 0.2616
H -7.916 0.179 -1.812 0.2678
H -7.411 -0.016 -4.228 0.2662
H -5.274 -0.971 -4.982 0.2662
```

Summary:
Expectation value of S²   8.781
Electronic energy   -48213.143 eV
Strongest force on any atom   2.6 eV/A
Relative energy (zero: lowest compared OMol25 entry of this formula, charge and spin)   0.0 kcal/mol
Charge   +3
E_HOMO (alpha / beta)   -0.606 / -0.606 hartree
Gap between HOMO and LUMO (alpha / beta)   8.18 / 3.96 eV
Multiplicity   6